ORCA calculation (the ωB97M-V functional and the def2-TZVPD basis) on one molecule with the formula C5H11N3.

Element x y z (Å)
1 C -2.4072 -0.2040 -0.4314
2 C -1.0239 -0.1984 -1.1386
3 N -0.7513 0.9073 -1.9845
4 C -0.0246 -0.1128 0.0204
5 N 0.9279 0.8231 -0.1027
6 C 1.7807 0.6155 1.0854
7 C 1.5917 -0.7937 1.6030
8 N 0.2782 -1.0119 0.9673
9 H -2.5183 0.6916 0.0822
10 H -2.7719 -1.1617 0.1006
11 H -3.0693 0.0869 -1.3663
12 H -0.9060 -1.1043 -1.7674
13 H -1.3284 1.9076 -1.5731
14 H 0.4682 1.0979 -1.8408
15 H 1.4539 1.3237 1.9135
16 H 2.7844 0.8388 0.7727
17 H 2.2006 -1.6921 1.0748
18 H 1.4101 -1.0095 2.6272
19 H -0.4065 -1.8479 0.9822

Values from the calculation:
Calculated total energy (a.u.): -361.26315
SMILES: C[C@@H](N)C1=NCCN1
Total charge: 0
Orbital gap (eV): 9.1


ORCA calculation (the ωB97M-V functional and the def2-TZVPD basis) on C25H23NO2 as an isolated structure.

Element x y z (Å)
1 C 3.8674 -0.4727 2.7051
2 C 2.5646 0.2176 2.9314
3 O 1.5811 -0.4842 2.0994
4 C 0.4144 0.1854 2.0602
5 C -0.6464 -0.4391 1.1851
6 C -2.0219 -0.5087 1.7768
7 C -2.5141 0.5762 2.5260
8 C -3.8740 0.6722 2.8473
9 C -4.7632 -0.3423 2.4572
10 C -4.2855 -1.4751 1.7856
11 C -2.9201 -1.5601 1.4600
12 C -0.1609 -1.6985 0.7325
13 N 0.1902 -2.7227 0.2442
14 O 0.2744 1.2552 2.6865
15 H 4.6585 -0.0253 3.3123
16 H 3.8084 -1.5453 2.9173
17 H 4.1582 -0.3481 1.6576
18 H 2.2077 0.1776 3.9708
19 H 2.6727 1.2729 2.6320
20 H -1.7811 1.3264 2.8127
21 H -4.2569 1.5411 3.3902
22 H -5.8294 -0.2726 2.7218
23 H -5.0142 -2.2593 1.5343
24 H -2.5286 -2.4362 0.9399
25 C 5.0759 1.2135 -2.4649
26 C 3.6445 1.0760 -2.0467
27 C 3.2245 1.5919 -0.8068
28 C 1.9017 1.4625 -0.4031
29 C 0.9443 0.7653 -1.1868
30 C -0.3759 0.5097 -0.6111
31 C -1.4479 -0.0179 -1.4682
32 C -2.7526 0.5245 -1.4293
33 C -3.7663 -0.0232 -2.2065
34 C -3.4920 -1.1095 -3.0528
35 C -2.2133 -1.6778 -3.0713
36 C -1.2110 -1.1521 -2.2676
37 C 1.3622 0.3903 -2.4880
38 C 2.6896 0.4856 -2.8831
39 H 5.3202 0.4402 -3.1983
40 H 5.3069 2.1871 -2.9225
41 H 5.7364 1.1006 -1.5946
42 H 3.9247 2.1113 -0.1416
43 H 1.5620 1.9350 0.5247
44 H -0.6740 1.2414 0.1603
45 H -2.9687 1.3763 -0.7719
46 H -4.7666 0.4249 -2.2094
47 H -4.2559 -1.4563 -3.7528
48 H -1.9727 -2.4906 -3.7577
49 H -0.2354 -1.6457 -2.2760
50 H 0.6465 0.0007 -3.2016
51 H 2.9918 0.1017 -3.8588

Values from the calculation:
Calculated total energy (a.u.): -1171.62711
Total charge: 0
Orbital gap (eV): 7.5


ORCA calculation (the ωB97M-V functional and the def2-TZVPD basis) on one molecule with the formula C5H7Cl.

Element x y z (Å)
1 C -0.9041 -0.0390 -1.4217
2 C -0.1953 0.2048 -0.3436
3 C -0.7382 1.3070 0.5960
4 C 1.0837 -0.4168 0.1659
5 C 1.0420 -1.6381 0.6448
6 Cl 2.4407 0.6024 -0.0668
7 H -1.9494 0.2485 -1.4059
8 H -0.4190 -0.6170 -2.1703
9 H -0.4924 2.2622 0.0570
10 H -0.0969 1.2773 1.4267
11 H -1.6945 0.9828 0.8230
12 H 1.9456 -2.2042 0.8503
13 H -0.0221 -1.9699 0.8449

Values from the calculation:
Calculated total energy (a.u.): -654.82882
SMILES: C=C(C)C(=C)Cl
Total charge: 0
Orbital gap (eV): 10.5


ORCA calculation (the ωB97M-V functional and the def2-TZVPD basis) on one molecule with the formula C2H5NO3.

Element x y z (Å)
1 C -1.5245 -1.1876 0.2681
2 O -0.8326 0.0556 -0.2130
3 N 0.5445 0.2553 -0.2525
4 O 1.1507 -0.2828 1.0109
5 C 1.2528 1.2815 -0.8562
6 O 2.3453 1.6823 -0.4460
7 H -2.6634 -0.7231 0.2129
8 H -1.1216 -1.3697 1.2302
9 H -1.3861 -1.9566 -0.4866
10 H 1.6896 0.5183 1.1247
11 H 0.5455 1.7269 -1.5926

Values from the calculation:
Calculated total energy (a.u.): -359.50815
SMILES: CON(O)C=O
Total charge: 0
Orbital gap (eV): 10.0


ORCA calculation (the ωB97M-V functional and the def2-TZVPD basis) on a 2-piece molecular cluster, CH5PS2 overall.

Element x y z (Å)
1 P 0.6323 1.9421 -0.0002
2 S 1.0830 2.4427 1.7945
3 H 1.4123 2.9176 -0.9060
4 C -0.9306 -1.0740 0.0133
5 S 0.5120 -1.0102 -1.0596
6 H -0.6931 -0.8887 1.0333
7 H -1.4835 -1.9660 0.0152
8 H -1.5896 -0.4054 -0.6042
9 H 1.0571 -1.9581 -0.2864

Values from the calculation:
Calculated total energy (a.u.): -1178.76253
SMILES: P=S.CS
Total charge: 0
Orbital gap (eV): 7.3


ORCA calculation (the ωB97M-V functional and the def2-TZVPD basis) on C42H57FN8SSeSiSr as an isolated structure.

Element x y z (Å)
1 Sr -1.3377 -1.0405 -0.8606
2 C 0.2969 -4.4304 -0.3567
3 Si -0.1580 -4.2947 -2.1793
4 C -1.3101 -5.7405 -2.5310
5 C 1.3883 -4.4913 -3.2129
6 N -0.8781 -2.7460 -2.4357
7 C -1.0690 -2.2003 -3.6792
8 C -1.2995 -2.9419 -4.8632
9 C -1.5300 -2.3624 -6.0962
10 C -1.5523 -0.9823 -6.2511
11 C -1.3222 -0.1958 -5.1329
12 C -1.0830 -0.8087 -3.9286
13 F -0.8526 0.0605 -2.8458
14 H 0.0902 -5.4385 0.0051
15 H -0.2508 -3.7425 0.2909
16 H 1.3547 -4.2176 -0.2081
17 H -0.8862 -6.6658 -2.1368
18 H -1.5048 -5.8971 -3.5919
19 H -2.2728 -5.5811 -2.0411
20 H 1.8882 -5.4386 -3.0058
21 H 2.0783 -3.6807 -2.9710
22 H 1.1835 -4.4482 -4.2824
23 H -1.3066 -4.0198 -4.7784
24 H -1.6986 -3.0023 -6.9526
25 H -1.7318 -0.5274 -7.2143
26 H -1.3056 0.8848 -5.1837
27 Se -5.7341 7.2253 -2.6492
28 N -5.0247 6.7056 -1.0890
29 C -4.6507 5.4619 -1.2288
30 C -4.0403 4.6687 -0.1625
31 C -3.8163 5.2013 1.1045
32 C -3.2741 4.3893 2.0740
33 C -2.9783 3.0676 1.7425
34 N -3.1774 2.5497 0.5422
35 C -3.6876 3.3366 -0.4037
36 C -3.8942 2.7346 -1.7488
37 N -3.4846 1.4742 -1.9445
38 C -3.7250 0.9226 -3.1244
39 C -4.3415 1.5740 -4.1893
40 C -4.7257 2.8818 -4.0056
41 C -4.5047 3.4757 -2.7668
42 C -4.8939 4.8652 -2.5176
43 N -5.4593 5.6287 -3.4130
44 H -4.0793 6.2322 1.2995
45 H -3.0757 4.7551 3.0712
46 H -2.5474 2.4052 2.4825
47 H -3.4026 -0.1025 -3.2570
48 H -4.4917 1.0579 -5.1260
49 H -5.1988 3.4564 -4.7907
50 C 1.0184 3.3083 -0.3995
51 C 0.7418 2.4607 0.8117
52 C 1.3162 2.7832 2.0467
53 C 0.9413 2.0598 3.1699
54 C 1.5388 2.3911 4.5150
55 C 0.0330 1.0108 3.0788
56 C -0.5482 0.6068 1.8457
57 C -0.1533 1.4231 0.7330
58 N -1.3627 -0.4401 1.5705
59 C -2.2834 -1.1112 2.4880
60 C -2.1126 -0.9207 3.9981
61 C -2.1651 -2.6143 2.2091
62 C -3.7110 -0.6687 2.1285
63 H 2.0705 3.5902 -0.4521
64 H 0.4380 4.2332 -0.3679
65 H 0.7572 2.7823 -1.3191
66 H 2.0045 3.6163 2.1334
67 H 2.1402 3.2983 4.4672
68 H 2.1805 1.5838 4.8775
69 H 0.7624 2.5358 5.2679
70 H -0.1866 0.4766 3.9872
71 H -0.6435 1.2626 -0.2227
72 H -1.1439 -1.2818 4.3444
73 H -2.8824 -1.4928 4.5185
74 H -2.2222 0.1222 4.2913
75 H -1.1631 -2.9705 2.4533
76 H -2.3504 -2.8469 1.1539
77 H -2.8929 -3.1959 2.7795
78 H -3.8077 0.4127 2.2124
79 H -4.4592 -1.1455 2.7657
80 H -3.9503 -0.9269 1.0918
81 C 4.3667 -0.7238 4.1440
82 C 3.7037 -2.0982 4.1227
83 C 3.1946 -2.5310 2.7494
84 C 2.0674 -1.6566 2.2054
85 N 2.5515 -0.4700 1.5138
86 C 2.4985 -0.2644 0.1978
87 S 1.6451 -1.3015 -0.8467
88 N 3.1279 0.8090 -0.3164
89 C 4.2450 1.5386 0.2631
90 C 5.6080 1.1294 -0.2917
91 C 6.1590 -0.2085 0.2088
92 C 5.6762 -1.4282 -0.5702
93 H 4.9249 -0.5604 5.0662
94 H 3.6323 0.0832 4.0798
95 H 5.0655 -0.6112 3.3129
96 H 2.8569 -2.0952 4.8169
97 H 4.4036 -2.8463 4.5022
98 H 2.8294 -3.5583 2.8139
99 H 4.0134 -2.5378 2.0232
100 H 1.4156 -1.3156 3.0125
101 H 1.4467 -2.2001 1.4961
102 H 2.8932 0.2853 2.0884
103 H 3.0354 0.8569 -1.3218
104 H 4.2317 1.4244 1.3463
105 H 4.0754 2.6016 0.0779
106 H 6.3018 1.9337 -0.0309
107 H 5.5578 1.1187 -1.3855
108 H 5.9169 -0.3190 1.2697
109 H 7.2498 -0.1717 0.1585
110 H 4.5965 -1.5612 -0.5317
111 H 6.1321 -2.3410 -0.1862
112 H 5.9511 -1.3409 -1.6224

Values from the calculation:
Calculated total energy (a.u.): -5292.52413
Total charge: 0
Orbital gap (eV): 5.6


In kJ/mol, the energy above the lowest of the compared OMol25 structures with the same formula, charge and spin values for the records above are, in order, 331.4; 149.5; 162.0; 528.2; 221.4; 121.0.
In eV Å⁻¹, the F_max values for the records above are, in order, 4.94; 5.08; 3.68; 4.22; 2.81; 1.70.